Molecular formula: C16H15N3O4S
Method: DFT, ωB97M-V/def2-TZVPD

Last column: Mulliken charge in e.
Positions of all 39 atoms, in Å:
O 0.92 2.73 -1.36  -0.67
C 1.23 2.30 -0.27  0.19
N 2.47 1.96 0.10  -0.11
H 2.57 1.47 0.98  0.36
C 3.55 1.84 -0.85  -0.91
H 4.49 1.86 -0.30  0.47
H 3.49 2.70 -1.52  0.36
C 3.43 0.55 -1.67  -0.82
C 3.26 -0.64 -0.78  0.35
C 2.16 -1.42 -0.63  -0.32
C 2.33 -2.43 0.35  -0.58
C 3.56 -2.39 0.93  -0.54
S 4.54 -1.13 0.29  -0.14
H 3.96 -3.03 1.69  0.45
H 1.58 -3.15 0.61  0.39
H 1.26 -1.28 -1.20  0.49
H 2.57 0.62 -2.33  0.37
H 4.33 0.44 -2.29  0.41
C 0.19 2.13 0.86  0.18
H 0.20 3.03 1.49  0.47
C -1.19 1.78 0.30  -0.94
C -1.25 0.32 0.70  0.31
N -0.28 -0.03 1.45  -0.48
O 0.56 1.01 1.69  -0.37
C -2.19 -0.69 0.23  0.74
C -1.71 -1.99 0.10  -0.89
C -2.48 -3.00 -0.44  -0.71
C -3.77 -2.73 -0.89  -0.49
C -4.28 -1.46 -0.75  -0.69
C -3.51 -0.45 -0.18  0.57
N -4.18 0.81 0.04  0.99
O -5.03 1.14 -0.75  -0.60
O -3.87 1.44 1.03  -0.58
H -5.28 -1.22 -1.06  0.46
H -4.37 -3.51 -1.33  0.40
H -2.08 -4.00 -0.53  0.41
H -0.70 -2.18 0.42  0.56
H -1.21 1.92 -0.78  0.41
H -1.99 2.35 0.76  0.49

For the energy above the lowest of the compared OMol25 structures with the same formula, charge and spin, the calculation gives 446.72 kJ/mol. As for the total charge: 0. The total energy is -40327.1991 eV.

Molecular formula: C6H7Cl4NO2
Method: DFT, ωB97M-V/def2-TZVPD

Last column: Mulliken charge in e.
Positions of all 20 atoms, in Å:
C -0.62 0.39 -0.99  0.16
C 0.97 -0.44 0.86  -1.42
C -0.13 -0.25 1.83  0.17
C -1.36 -0.71 1.23  -0.29
C 0.77 0.42 -0.41  1.02
C 1.80 0.07 -1.52  -0.60
N -1.51 1.20 -0.31  -0.13
O -0.89 -0.05 -2.11  -0.75
O -2.67 1.23 -0.97  -0.39
Cl 0.17 -1.14 3.40  -0.18
Cl -2.81 -0.51 2.05  -0.10
Cl 1.06 2.16 0.04  -0.11
Cl 1.40 -1.57 -2.18  -0.18
H 2.06 -0.15 1.26  0.35
H 1.11 -1.46 0.70  0.50
H -0.24 0.79 2.01  0.38
H -1.10 -1.48 0.50  0.47
H 2.91 0.02 -1.04  0.30
H 1.71 0.74 -2.39  0.41
H -2.62 0.77 -1.98  0.40

For the energy above the lowest of the compared OMol25 structures with the same formula, charge and spin, the calculation gives 0.00 kJ/mol. As for the total charge: 0. The total energy is -62005.8035 eV.

Molecular formula: H4O2
Method: DFT, ωB97M-V/def2-TZVPD

Last column: Mulliken charge in e.
Positions of all 6 atoms, in Å:
H -2.00 0.06 0.72  0.29
H -0.40 0.37 0.37  0.41
H 1.75 -0.71 -0.18  0.32
H 0.89 -0.13 -1.43  0.33
O -1.22 0.56 0.96  -0.68
O 0.99 -0.14 -0.44  -0.69

For the energy above the lowest of the compared OMol25 structures with the same formula, charge and spin, the calculation gives 25.60 kJ/mol. As for the total charge: 0. The total energy is -4159.6736 eV.

Molecular formula: C3H12N2O3
Method: DFT, ωB97M-V/def2-TZVPD

Last column: Mulliken charge in e.
Positions of all 20 atoms, in Å:
N -1.73 1.33 -0.87  -0.26
C -0.90 1.98 0.05  -0.44
C 0.36 1.48 0.60  0.43
N 0.42 0.04 0.90  -0.07
C 1.67 -0.54 1.37  -0.88
O 1.45 1.65 -0.44  -0.49
H -1.60 1.87 -1.74  0.33
H -1.75 0.30 -0.98  0.27
H -1.38 2.76 0.59  0.33
H 0.72 2.02 1.47  0.32
H -0.24 -0.58 0.43  0.15
H 1.44 -1.37 2.06  0.32
H 2.31 -0.78 0.47  0.26
H 2.28 0.09 1.98  0.37
H -0.69 -2.37 -0.69  0.39
H -2.38 -2.46 -0.84  0.24
O -1.62 -1.83 -0.87  -0.84
H 0.92 1.76 -1.24  0.33
H 0.41 -3.85 -0.45  0.18
O 0.49 -2.88 -0.35  -0.94

For the energy above the lowest of the compared OMol25 structures with the same formula, charge and spin, the calculation gives 681.71 kJ/mol. As for the total charge: 0. The total energy is -12422.2839 eV.

Molecular formula: C13H27B3NO3Si2
Method: DFT, ωB97M-V/def2-TZVPD

Last column: Mulliken charge in e.
Positions of all 49 atoms, in Å:
B 1.52 1.76 -2.10  0.69
O 2.42 2.53 -1.37  -0.58
B 2.95 3.62 -2.02  0.56
O 2.32 4.16 -3.12  -0.58
B 0.99 3.73 -3.13  0.67
C -0.17 4.80 -3.11  -1.06
C -1.45 4.33 -2.46  0.87
C -2.02 5.09 -1.45  -0.53
C -3.17 4.65 -0.81  -0.51
C -3.79 3.46 -1.17  -0.49
C -3.25 2.71 -2.20  -0.64
C -2.09 3.15 -2.83  -0.10
O 0.80 2.37 -3.10  -0.42
H 1.43 0.60 -1.89  -0.19
H 3.95 4.12 -1.62  -0.15
H 0.19 5.65 -2.54  0.30
H -0.36 5.18 -4.12  0.35
H -1.56 6.02 -1.14  0.30
H -3.60 5.25 -0.02  0.37
H -4.67 3.13 -0.65  0.39
H -3.68 1.77 -2.52  0.39
H -1.66 2.54 -3.62  0.34
C 0.26 0.27 1.61  -0.69
Si 0.67 -1.55 1.26  0.12
C 2.56 -1.62 1.06  -0.95
C -0.09 -1.91 -0.45  -0.84
N 0.07 -2.51 2.49  -0.13
Si 0.19 -4.17 2.61  0.13
C 1.96 -4.83 2.71  -1.06
C -0.67 -5.13 1.21  -1.06
C -0.66 -4.75 4.21  -1.03
H 0.65 0.93 0.82  -0.05
H -0.82 0.41 1.68  0.25
H 0.72 0.58 2.55  0.26
H 2.92 -0.82 0.39  0.27
H 2.89 -2.57 0.63  0.30
H 3.04 -1.48 2.03  0.25
H -1.17 -1.95 -0.38  0.26
H 0.27 -2.87 -0.85  0.29
H 0.18 -1.14 -1.18  0.15
H 2.48 -4.75 1.75  0.30
H 1.98 -5.89 3.00  0.35
H 2.53 -4.28 3.46  0.26
H -1.69 -4.75 1.07  0.26
H -0.75 -6.20 1.45  0.35
H -0.13 -5.04 0.27  0.30
H -1.71 -4.46 4.21  0.25
H -0.17 -4.30 5.08  0.25
H -0.60 -5.84 4.32  0.26

As for the total charge: -1. The total energy is -39347.1642 eV.

Molecular formula: C34H63N5O2P2S4
Method: DFT, ωB97M-V/def2-TZVPD

Last column: Mulliken charge in e.
Positions of all 110 atoms, in Å:
C -5.64 2.79 -4.11  -0.82
C -4.09 2.29 -4.48  -0.47
C -3.90 0.67 -4.14  -0.39
C -3.67 0.51 -2.49  -0.03
S -5.37 -0.09 -1.84  -0.20
O -2.73 -0.52 -2.23  -0.19
C -1.52 -0.12 -1.43  -0.44
P -2.29 0.53 0.24  0.27
S -2.25 2.49 0.34  -0.31
P -0.75 1.25 -2.48  0.69
C -0.17 0.59 -4.23  -1.01
C 0.93 1.92 -1.75  0.29
C 1.56 3.00 -2.86  -1.07
C -0.75 -1.54 -1.16  -1.51
N -1.99 -2.43 -0.85  -0.51
C -0.08 -2.27 -2.46  -0.90
C 1.50 -1.94 -2.76  -0.13
C 2.58 -2.98 -2.10  0.30
C 4.00 -2.77 -2.97  -0.51
O 5.09 -3.33 -2.11  -0.55
N 0.02 -1.69 0.11  2.02
C 0.39 -3.11 0.47  -0.82
C -0.35 -3.46 1.92  -0.08
C -0.89 -5.01 2.01  -0.94
C 1.08 -0.69 0.40  -0.70
C 1.78 -0.82 1.91  -0.34
C 3.04 0.22 2.12  -0.81
S 3.03 1.73 1.04  -0.02
C 4.66 2.63 1.49  -0.30
S 6.10 1.71 1.76  -0.14
N 4.55 4.13 1.63  0.18
C 4.17 4.34 3.10  -0.39
C 2.54 4.54 3.26  -0.81
C 5.89 4.83 1.44  -0.64
C 5.60 6.37 0.88  -0.84
H -6.35 1.90 -4.47  0.22
H -5.74 2.99 -2.95  0.19
H -5.97 3.73 -4.76  0.32
H -3.28 2.94 -3.94  0.23
H -3.96 2.40 -5.65  0.34
H -4.95 0.17 -4.42  0.41
H -3.04 0.17 -4.76  0.10
H -3.54 1.58 -2.08  0.11
H -5.76 -1.13 -2.73  0.12
H -3.62 -0.02 0.47  0.12
H -1.49 0.07 1.39  0.07
H -0.88 -0.24 -4.65  0.38
H -0.32 1.54 -4.94  0.30
H 0.97 0.34 -4.26  0.25
H 1.75 1.11 -1.61  -0.17
H 0.70 2.56 -0.79  0.32
H 2.42 3.65 -2.37  0.27
H 2.07 2.33 -3.70  0.26
H 0.74 3.69 -3.34  0.28
H -2.26 -2.34 0.16  0.30
H -1.85 -3.40 -1.16  0.37
H -0.11 -3.46 -2.42  0.43
H -0.78 -2.00 -3.38  0.28
H 1.85 -0.86 -2.50  -0.44
H 1.63 -2.04 -3.94  0.50
H 2.84 -2.55 -1.02  -0.21
H 2.23 -4.09 -2.04  0.27
H 4.20 -1.61 -3.01  0.21
H 3.98 -3.30 -4.01  0.30
H 5.54 -2.59 -1.61  0.32
H 1.57 -3.27 0.60  0.36
H 0.06 -3.95 -0.26  0.28
H 0.40 -3.22 2.82  0.24
H -1.28 -2.74 2.09  0.10
H -0.02 -5.79 1.89  0.18
H -1.78 -5.26 1.29  0.19
H -1.31 -5.15 3.11  0.33
H 0.55 0.37 0.48  -0.05
H 1.99 -0.64 -0.34  -0.03
H 2.21 -1.88 2.15  0.30
H 0.94 -0.48 2.67  0.15
H 3.16 0.55 3.25  0.36
H 4.02 -0.41 1.87  0.38
H 4.69 5.28 3.57  0.42
H 4.51 3.35 3.68  0.27
H 2.07 3.53 3.68  0.18
H 2.09 4.85 2.22  0.18
H 2.32 5.40 4.05  0.31
H 6.59 4.33 0.64  0.36
H 6.51 4.86 2.45  0.33
H 4.98 6.96 1.70  0.24
H 5.00 6.27 -0.14  0.21
H 6.66 6.86 0.69  0.32
N -4.49 6.72 1.22  -0.54
C -5.67 7.12 1.74  -0.28
C -6.65 6.25 2.19  -0.27
C -6.41 4.88 2.10  -0.45
C -5.21 4.44 1.56  -0.08
C -4.29 5.38 1.14  -0.14
H -5.82 8.19 1.78  0.35
H -7.58 6.63 2.60  0.36
H -7.16 4.17 2.44  0.37
H -4.99 3.38 1.48  0.32
H -3.33 5.09 0.72  0.35
N -0.35 -7.61 3.57  -0.32
C -0.08 -8.60 2.70  -0.05
C 0.73 -9.69 3.00  -0.59
C 1.30 -9.76 4.27  -0.10
C 1.03 -8.75 5.19  -0.57
C 0.21 -7.71 4.80  -0.10
H -0.54 -8.50 1.72  0.35
H 0.92 -10.46 2.26  0.35
H 1.94 -10.60 4.54  0.35
H 1.46 -8.78 6.19  0.35
H -0.03 -6.90 5.48  0.34

As for the total charge: 0. The total energy is -109729.6644 eV.